Entry 1:
{"formula": "C38H32Cl4N9O3S3Zr", "method": "the ωB97M-V functional and the def2-TZVPD basis", "total_charge": 1, "e_lumo_ev": [-3.650, -3.651], "symbols": ["Zr", "Cl", "C", "C", "Cl", "C", "Cl", "C", "O", "C", "O", "C", "Cl", "S", "C", "N", "N", "C", "C", "C", "C", "C", "C", "N", "N", "C", "C", "C", "C", "C", "C", "H", "H", "H", "H", "H", "H", "H", "H", "H", "H", "H", "N", "N", "C", "N", "S", "H", "H", "H", "H", "H", "S", "C", "C", "C", "N", "C", "C", "C", "C", "C", "N", "C", "C", "H", "H", "H", "H", "H", "H", "H", "H", "C", "C", "O", "C", "C", "C", "C", "C", "C", "H", "H", "H", "H", "H", "H", "H", "H"], "positions_angstrom": [[-1.3322, 0.1947, 0.5843], [0.6685, 4.9776, 5.1520], [-0.2652, 4.0644, 4.0334], [-1.6117, 4.3588, 3.8366], [-2.3622, 5.6334, 4.7142], [-2.3647, 3.6133, 2.9237], [-4.0458, 3.9130, 2.6620], [-1.7618, 2.5945, 2.2092], [-2.3819, 1.7941, 1.3349], [-0.4188, 2.2804, 2.4282], [0.0298, 1.2257, 1.7400], [0.3337, 3.0140, 3.3291], [1.9862, 2.5825, 3.5545], [-2.1535, -2.2598, -0.0289], [-1.2896, -2.3048, -1.5432], [-1.6157, -3.1965, -2.4540], [-1.0796, -3.2775, -3.6354], [-0.3867, -2.3611, -4.4865], [-0.6148, -0.9910, -4.5063], [0.0341, -0.2165, -5.4555], [0.9034, -0.7882, -6.3756], [1.1131, -2.1583, -6.3570], [0.4644, -2.9439, -5.4172], [-0.1274, -1.6166, -1.7200], [0.2590, -0.8977, -0.7482], [1.5930, -0.3966, -0.9277], [2.3602, -0.1891, 0.2102], [3.6596, 0.2806, 0.0829], [4.1815, 0.5549, -1.1731], [3.4009, 0.3562, -2.3072], [2.1056, -0.1227, -2.1925], [-1.3470, -4.1294, -4.1035], [-1.2888, -0.5223, -3.8007], [-0.1449, 0.8505, -5.4679], [1.4076, -0.1680, -7.1046], [1.7820, -2.6214, -7.0701], [0.6288, -4.0151, -5.3971], [1.9448, -0.3838, 1.1906], [4.2593, 0.4360, 0.9703], [5.1944, 0.9228, -1.2723], [3.8039, 0.5708, -3.2891], [1.4953, -0.2858, -3.0709], [-3.8732, -0.3060, 1.4953], [-4.8543, 0.4391, 0.8360], [-4.6891, 0.9085, -0.4072], [-5.7169, 1.6072, -0.9043], [-3.3322, 0.6144, -1.3592], [-4.1677, -1.2763, 1.5432], [-3.7697, 0.0822, 2.4262], [-5.6688, 0.7069, 1.3655], [-6.5282, 1.8389, -0.3564], [-5.6065, 2.0481, -1.7996], [0.7815, -2.8970, 6.3638], [0.2025, -2.2561, 4.8407], [-0.6798, -1.1733, 4.9084], [-1.1619, -0.6370, 3.7402], [-0.8593, -1.1214, 2.5254], [-0.0194, -2.1618, 2.4636], [0.5417, -2.7431, 3.5831], [1.9671, -4.1058, 5.8324], [1.6251, -5.4486, 5.8055], [2.5900, -6.3641, 5.4035], [3.8217, -6.0211, 5.0398], [4.1376, -4.7280, 5.0789], [3.2544, -3.7334, 5.4711], [-0.9672, -0.7393, 5.8566], [-1.7982, 0.2417, 3.7710], [0.2020, -2.5348, 1.4740], [1.2254, -3.5711, 3.4619], [0.6336, -5.7759, 6.0877], [2.3538, -7.4217, 5.3728], [5.1495, -4.4712, 4.7866], [3.5629, -2.6967, 5.4976], [1.3442, 2.9520, -0.5551], [0.2435, 2.4445, -1.4222], [-0.5894, 1.6279, -1.0107], [0.0930, 2.9605, -2.7992], [1.1319, 3.6426, -3.4332], [0.9605, 4.1279, -4.7195], [-0.2558, 3.9578, -5.3674], [-1.3007, 3.2955, -4.7339], [-1.1254, 2.7891, -3.4581], [1.3481, 2.4438, 0.4008], [1.1967, 4.0255, -0.4066], [2.3078, 2.8179, -1.0473], [2.0810, 3.7881, -2.9359], [1.7715, 4.6469, -5.2124], [-0.3922, 4.3483, -6.3677], [-2.2517, 3.1737, -5.2359], [-1.9357, 2.2826, -2.9511]], "mulliken_charge": [-0.22, -0.19, 0.50, 0.44, -0.19, 0.06, -0.21, 0.04, 0.44, -0.95, 1.04, 0.14, -0.21, -0.40, 0.62, -0.85, 0.17, 0.72, -0.46, -0.01, -0.83, -0.49, -0.64, -0.46, 0.50, 0.24, -0.41, -0.74, -0.70, -0.63, 0.23, 0.27, 0.63, 0.31, 0.46, 0.39, 0.44, 0.17, 0.46, 0.40, 0.46, 0.39, -0.43, -0.35, 0.52, -0.42, -0.31, 0.38, 0.31, 0.22, 0.19, 0.21, -0.21, 1.39, -1.24, -0.41, 0.35, -1.20, -0.71, 0.03, -0.02, -0.35, -0.58, -0.35, -0.03, 0.45, 0.26, 0.48, 0.40, 0.41, 0.37, 0.38, 0.44, -1.27, 0.38, 0.12, 0.71, -0.40, -1.02, -0.41, -0.83, 0.06, -0.33, 0.56, 0.35, 0.42, 0.45, 0.44, 0.40, 0.27]}

***

Entry 2:
{"formula": "C38H32F5N5O3S6TeW", "method": "the ωB97M-V functional and the def2-TZVPD basis", "total_charge": 2, "e_above_lowest_kcal_mol": 158.2, "e_lumo_ev": -8.066, "symbols": ["W", "C", "C", "N", "N", "C", "S", "S", "C", "C", "C", "C", "C", "C", "C", "C", "C", "C", "C", "C", "C", "O", "H", "H", "H", "H", "H", "H", "H", "H", "H", "H", "H", "H", "H", "H", "C", "N", "C", "C", "N", "C", "S", "C", "C", "C", "C", "C", "N", "H", "H", "H", "H", "H", "H", "H", "H", "H", "O", "C", "C", "C", "C", "C", "S", "C", "C", "C", "C", "S", "C", "C", "C", "C", "S", "H", "H", "H", "H", "H", "H", "H", "H", "H", "F", "Te", "F", "F", "F", "F", "O"], "positions_angstrom": [[0.5234, 0.0628, 0.0148], [-0.2831, -0.8978, -4.4503], [-0.7288, 0.3141, -3.7076], [0.1100, 1.2193, -3.3957], [-0.2067, 2.4046, -2.9468], [-0.2706, 3.0069, -1.8363], [-0.3097, 2.4665, -0.1268], [-0.5256, 4.7537, -1.9532], [0.8990, 5.3835, -0.9573], [2.1127, 5.5109, -1.8374], [2.7721, 4.3792, -2.3178], [3.8678, 4.4999, -3.1558], [4.3146, 5.7600, -3.5315], [3.6715, 6.8913, -3.0538], [2.5684, 6.7679, -2.2213], [-2.0780, 0.3887, -3.0902], [-3.2520, 0.7597, -3.7221], [-4.4155, 0.9231, -2.9840], [-4.4196, 0.7046, -1.6188], [-3.2606, 0.3283, -0.9606], [-2.0937, 0.1908, -1.6927], [-0.9227, -0.1164, -1.0037], [0.7535, -0.7865, -4.7620], [-0.8865, -1.0409, -5.3490], [-0.4285, -1.8076, -3.8525], [1.0331, 4.7006, -0.1230], [0.5779, 6.3515, -0.5800], [2.4126, 3.3903, -2.0554], [4.3589, 3.6124, -3.5338], [5.1557, 5.8569, -4.2047], [4.0201, 7.8746, -3.3398], [2.0646, 7.6556, -1.8581], [-3.2538, 0.9354, -4.7894], [-5.3232, 1.2358, -3.4814], [-5.3325, 0.8339, -1.0542], [-3.2415, 0.1563, 0.1072], [-3.0321, -1.3747, 3.8825], [-1.5826, -1.4005, 4.0321], [-0.9074, -2.0766, 5.0247], [0.4084, -1.8528, 4.8453], [0.5386, -1.0340, 3.7343], [-0.6975, -0.7671, 3.2428], [-1.1505, 0.3004, 1.9731], [1.9238, 0.9606, 2.8456], [3.3030, 1.0337, 3.5250], [4.4220, 0.9858, 2.5494], [4.2125, 1.5584, 1.3583], [2.8719, 1.8392, 0.9151], [1.7868, 1.3920, 1.4781], [-3.4932, -1.1342, 4.8377], [-3.3926, -2.3466, 3.5487], [-3.3015, -0.6183, 3.1531], [-1.4227, -2.6401, 5.7834], [1.2600, -2.2074, 5.3983], [3.4571, 1.9294, 4.1312], [5.3911, 0.6184, 2.8631], [5.0083, 1.7114, 0.6418], [2.7489, 2.3578, -0.0306], [2.1848, -0.9167, 0.8129], [2.3301, -1.5745, 2.0517], [1.4409, -2.8069, 1.9935], [0.5476, -2.9450, 0.8141], [-0.2607, -4.1881, 0.9691], [0.1292, -4.9237, 1.9981], [1.4361, -4.1873, 2.9213], [1.8245, -0.5618, 3.2341], [2.8586, -0.1809, 4.3726], [2.1597, 0.3869, 5.5838], [1.2693, 1.3610, 5.4396], [0.7704, 1.9828, 3.8807], [3.7732, -2.0344, 2.1778], [4.7610, -1.8337, 1.2607], [5.9894, -2.4428, 1.6309], [5.9165, -3.1203, 2.8018], [4.3423, -3.0386, 3.4792], [1.2772, -3.2154, -0.0108], [-1.0202, -4.4629, 0.2509], [-0.2365, -5.8911, 2.3095], [3.6039, -0.9146, 4.6404], [2.4569, 0.0482, 6.5676], [0.7717, 1.8494, 6.2677], [4.6260, -1.3038, 0.3290], [6.8845, -2.3806, 1.0299], [6.6869, -3.6659, 3.3233], [3.5462, -0.7890, -1.3678], [1.9552, -1.9141, -1.4978], [1.2405, -3.6683, -2.0578], [3.2428, -3.0947, -0.7120], [2.8829, -2.2186, -3.1222], [1.7070, 0.7506, -1.1823], [-0.1024, -1.7947, 0.4327]], "mulliken_charge": [-0.30, -1.34, 0.60, -0.22, -0.25, 0.72, -0.51, -0.13, -0.55, 0.61, 0.55, -1.14, -0.48, -0.62, -0.71, 0.44, -0.86, -0.82, -0.84, -0.83, 0.93, 0.64, 0.37, 0.41, 0.20, 0.07, 0.53, 0.23, 0.46, 0.39, 0.40, 0.39, 0.53, 0.43, 0.47, 0.38, -0.81, 0.12, -1.03, -0.71, 1.68, 0.77, -0.78, -0.20, 0.08, -1.12, -1.01, -0.01, 0.45, 0.38, 0.34, 0.31, 0.58, 0.59, 0.70, 0.56, 0.46, 0.25, 0.48, 0.18, 0.42, 0.58, -1.06, -0.62, 0.17, -0.68, 0.50, -1.14, -0.65, -0.21, 0.59, -0.60, -0.93, -0.80, -0.01, -0.03, 0.60, 0.62, 0.59, 0.51, 0.57, 0.55, 0.50, 0.57, -0.45, 1.43, -0.44, -0.31, -0.31, -0.16, -0.24]}

***

Let's list maximum force in order: 1.11, 8.35 eV/A.